A molecular structure, C16H23CdN4OS2, computed with ωB97M-V/def2-TZVPD.

Computed properties:
E_LUMO = -2.39 eV
Strongest force on any atom = 0.3 eV/A
Orbital gap = 0.31024 hartree
ΔE to the lowest compared entry with this formula, charge and spin = 0.000 eV
Total charge = +1

Element x y z (Å)
Cd (0.21, 1.21, -0.19)
C (-1.76, -1.99, 1.34)
C (-0.71, -1.95, 2.47)
C (0.16, -3.19, 2.41)
C (0.07, -0.65, 2.40)
C (1.43, -0.60, 2.09)
C (2.12, 0.61, 2.05)
C (1.47, 1.83, 2.30)
C (2.22, 3.13, 2.35)
C (0.10, 1.78, 2.58)
C (-0.58, 0.57, 2.65)
H (-2.35, -2.91, 1.41)
H (-1.25, -1.98, 0.37)
H (-2.44, -1.14, 1.38)
H (-1.24, -1.95, 3.43)
H (0.67, -3.27, 1.44)
H (-0.46, -4.08, 2.52)
H (0.92, -3.20, 3.20)
H (1.98, -1.52, 1.92)
H (3.19, 0.61, 1.87)
H (2.35, 3.43, 3.39)
H (1.68, 3.92, 1.84)
H (3.21, 3.04, 1.91)
H (-0.43, 2.70, 2.80)
H (-1.63, 0.56, 2.91)
N (2.41, 0.73, -1.29)
N (2.37, 1.40, -2.51)
C (1.72, 2.56, -2.68)
N (1.79, 3.09, -3.90)
S (0.89, 3.37, -1.46)
H (3.28, 0.90, -0.81)
H (2.28, -0.26, -1.46)
H (2.88, 1.00, -3.28)
H (2.28, 2.66, -4.67)
H (1.30, 3.95, -4.07)
O (-0.05, -0.33, -1.80)
N (-1.30, -0.76, -2.00)
C (-1.45, -1.87, -2.76)
C (-2.67, -2.39, -3.05)
C (-3.81, -1.75, -2.55)
C (-3.65, -0.64, -1.76)
C (-2.38, -0.11, -1.47)
S (-2.24, 1.28, -0.45)
H (-0.52, -2.29, -3.11)
H (-2.74, -3.27, -3.67)
H (-4.80, -2.14, -2.76)
H (-4.51, -0.12, -1.35)

A molecular structure, C23H41N9O3 in a non-equilibrium geometry, computed with ωB97M-V/def2-TZVPD.

Computed properties:
E_LUMO = -0.47 eV
Strongest force on any atom = 7.2 eV/A
Orbital gap = 0.30765 hartree
Total charge = 0

Element x y z (Å)
C (8.76, 9.50, 24.05)
O (9.13, 9.04, 22.96)
N (9.37, 10.58, 24.56)
C (8.86, 11.23, 25.78)
C (10.56, 11.20, 23.92)
H (7.91, 9.15, 24.65)
H (8.71, 12.29, 25.57)
H (9.54, 11.24, 26.63)
H (7.92, 10.75, 26.06)
H (10.30, 12.13, 23.42)
H (11.31, 11.34, 24.70)
H (10.97, 10.58, 23.11)
C (12.65, 14.35, 26.85)
O (13.14, 14.49, 25.73)
N (11.45, 13.77, 27.08)
C (10.63, 13.19, 25.99)
C (11.09, 13.43, 28.47)
H (13.20, 14.64, 27.77)
H (10.70, 12.11, 26.11)
H (10.91, 13.53, 24.99)
H (9.56, 13.26, 26.16)
H (10.03, 13.68, 28.59)
H (11.18, 12.36, 28.65)
H (11.74, 13.95, 29.17)
C (10.26, 11.88, 30.70)
C (10.14, 13.37, 30.63)
O (9.15, 13.92, 30.18)
C (11.36, 14.17, 31.14)
H (9.50, 11.38, 30.09)
H (10.29, 11.66, 31.77)
H (11.23, 11.64, 30.25)
H (11.94, 13.51, 31.79)
H (11.17, 15.10, 31.67)
H (11.88, 14.41, 30.21)
C (13.52, 13.33, 23.96)
C (13.29, 14.68, 23.50)
N (13.15, 15.73, 23.08)
H (12.60, 12.95, 24.41)
H (14.35, 13.26, 24.66)
H (13.74, 12.75, 23.07)
C (12.06, 10.11, 27.59)
C (10.71, 10.71, 27.76)
N (9.69, 11.19, 27.98)
H (11.89, 9.05, 27.45)
H (12.59, 10.25, 28.53)
H (12.65, 10.58, 26.80)
C (14.22, 16.13, 25.66)
C (15.40, 15.42, 25.03)
N (16.32, 14.85, 24.58)
H (14.55, 17.16, 25.73)
H (13.79, 15.80, 26.61)
H (13.49, 15.98, 24.87)
C (10.68, 16.01, 25.30)
C (10.60, 17.52, 25.40)
N (10.50, 18.68, 25.42)
H (10.96, 15.87, 24.25)
H (9.70, 15.55, 25.36)
H (11.39, 15.55, 25.98)
C (9.63, 16.08, 29.22)
C (9.03, 16.02, 27.86)
N (8.50, 16.01, 26.80)
H (8.79, 16.10, 29.92)
H (10.04, 17.06, 29.47)
H (10.34, 15.29, 29.45)
C (7.54, 13.88, 25.91)
C (8.48, 13.91, 24.82)
N (9.23, 13.95, 23.92)
H (7.93, 14.40, 26.79)
H (7.41, 12.85, 26.25)
H (6.55, 14.27, 25.66)
C (14.61, 11.27, 28.12)
C (13.88, 12.37, 28.70)
N (13.33, 13.25, 29.20)
H (15.03, 11.68, 27.21)
H (13.89, 10.55, 27.73)
H (15.39, 10.84, 28.75)

C13H15N3O4S in the gas phase in a non-equilibrium geometry, computed with ωB97M-V/def2-TZVPD.

Computed properties:
E_LUMO = -0.41 eV
Strongest force on any atom = 4.5 eV/A
Orbital gap = 0.32073 hartree
ΔE to the lowest compared entry with this formula, charge and spin = 5.568 eV
Structure (SMILES) = C[C@H](NCc1cc(C=O)no1)c1ccc(S(N)(=O)=O)cc1
Total charge = 0

Element x y z (Å)
C (-2.48, -2.38, -0.37)
C (-1.44, -1.31, -0.81)
N (0.02, -1.67, -0.72)
C (1.08, -0.90, -1.42)
C (2.50, -1.41, -1.13)
C (3.42, -1.65, -2.11)
C (4.66, -2.01, -1.39)
C (5.97, -2.24, -1.96)
O (6.28, -2.24, -3.13)
N (4.41, -2.21, -0.10)
O (3.03, -1.79, 0.03)
C (-1.69, -0.09, -0.01)
C (-1.95, 1.08, -0.74)
C (-2.17, 2.25, -0.09)
C (-2.18, 2.23, 1.34)
S (-2.35, 3.87, 2.18)
N (-1.37, 3.66, 3.53)
O (-1.82, 4.91, 1.38)
O (-3.58, 4.19, 2.78)
C (-1.92, 1.07, 2.09)
C (-1.62, -0.07, 1.35)
H (-2.61, -2.38, 0.74)
H (-3.46, -2.29, -0.90)
H (-2.06, -3.36, -0.60)
H (-1.61, -1.04, -1.87)
H (0.28, -1.98, 0.20)
H (1.01, 0.08, -0.99)
H (0.92, -0.81, -2.52)
H (3.36, -1.52, -3.20)
H (6.67, -2.27, -1.09)
H (-1.87, 1.13, -1.85)
H (-2.37, 3.11, -0.65)
H (-1.13, 4.59, 3.78)
H (-0.47, 3.28, 3.04)
H (-2.05, 1.05, 3.22)
H (-1.39, -0.89, 2.00)

2 unconnected molecules or ions with the total composition C2H2OS in a non-equilibrium geometry, computed with ωB97M-V/def2-TZVPD.

Computed properties:
E_LUMO (spin up / spin down) = -0.54 / -0.80 eV
Strongest force on any atom = 2.3 eV/A
Orbital gap (spin up / spin down) = 0.28694 / 0.25701 hartree
ΔE to the lowest compared entry with this formula, charge and spin = 3.696 eV
Total charge = 0

Element x y z (Å)
C (-1.41, 0.45, -0.42)
C (1.18, -0.39, 0.68)
O (-2.53, 0.08, -0.35)
S (1.96, -0.79, -0.67)
H (-0.86, 1.17, -0.99)
H (1.65, -0.53, 1.74)

5 unconnected molecules or ions with the total composition CH13NO4 in a non-equilibrium geometry, computed with ωB97M-V/def2-TZVPD.

Computed properties:
E_LUMO = 0.78 eV
Strongest force on any atom = 1.8 eV/A
Orbital gap = 0.38258 hartree
ΔE to the lowest compared entry with this formula, charge and spin = 0.420 eV
Structure (SMILES) = CN.O.O.O.O
Total charge = 0

Element x y z (Å)
C (-0.97, 0.67, 2.25)
N (-0.87, -0.43, 1.24)
H (-0.80, 1.62, 1.76)
H (-0.21, 0.51, 3.02)
H (-1.94, 0.70, 2.74)
H (0.08, -0.73, 1.19)
H (-1.43, -1.21, 1.59)
O (-1.77, -1.05, -1.41)
H (-1.87, -0.72, -0.52)
H (-2.12, -1.95, -1.38)
O (-0.60, 1.40, -1.61)
H (-0.88, 1.19, -0.71)
H (-0.87, 0.57, -2.06)
O (1.92, -0.82, 1.15)
H (2.72, -0.96, 1.64)
H (1.96, -0.14, 0.47)
O (1.91, 0.42, -1.26)
H (1.19, 1.04, -1.49)
H (2.60, 0.38, -1.93)

A molecular structure, C5H8S in a non-equilibrium geometry, computed with ωB97M-V/def2-TZVPD.

Computed properties:
E_LUMO = -0.04 eV
Strongest force on any atom = 4.7 eV/A
Orbital gap = 0.31814 hartree
ΔE to the lowest compared entry with this formula, charge and spin = 5.782 eV
Total charge = 0

Element x y z (Å)
C (2.71, -0.62, -0.20)
C (1.30, -0.47, 0.15)
C (0.15, -0.11, 0.15)
C (-1.36, 0.04, 0.35)
C (-1.62, 1.36, -0.27)
H (3.35, -1.20, 0.45)
H (2.97, 0.42, -0.39)
H (2.80, -0.95, -1.39)
H (-1.67, 0.24, 1.47)
H (-0.94, 1.88, 0.66)
H (-0.98, 1.44, -1.35)
H (-2.90, 1.54, -0.56)
H (-1.74, -2.19, 1.22)
S (-2.07, -1.40, -0.29)

C23H27N3O3S in the gas phase, computed with ωB97M-V/def2-TZVPD.

Computed properties:
E_LUMO = 0.01 eV
Strongest force on any atom = 0.9 eV/A
Orbital gap = 0.28070 hartree
ΔE to the lowest compared entry with this formula, charge and spin = 1.090 eV
Structure (SMILES) = CCc1ccc2[nH]c(=O)c(CN(Cc3ccco3)C(=S)NC[C@H]3CCCO3)cc2c1
Total charge = 0

Element x y z (Å)
C (6.22, 3.21, -0.81)
C (6.40, 1.87, -0.08)
C (5.19, 1.00, -0.29)
C (5.14, 0.10, -1.36)
C (4.03, -0.67, -1.59)
C (2.92, -0.55, -0.76)
N (1.79, -1.31, -0.96)
C (0.63, -1.23, -0.23)
O (-0.30, -1.98, -0.48)
C (0.63, -0.23, 0.83)
C (-0.66, 0.02, 1.56)
N (-1.56, 0.87, 0.81)
C (-1.13, 2.24, 0.62)
C (-0.11, 2.34, -0.46)
C (-0.06, 1.79, -1.71)
C (1.17, 2.18, -2.27)
C (1.79, 2.95, -1.33)
O (1.02, 3.05, -0.23)
C (-2.71, 0.43, 0.21)
S (-3.92, 1.49, -0.19)
N (-2.83, -0.89, -0.01)
C (-4.07, -1.51, -0.35)
C (-4.87, -1.85, 0.92)
C (-6.23, -2.50, 0.59)
C (-6.25, -3.75, 1.47)
C (-4.76, -4.04, 1.62)
O (-4.15, -2.77, 1.73)
C (1.75, 0.48, 1.10)
C (2.94, 0.35, 0.31)
C (4.09, 1.12, 0.53)
H (7.10, 3.83, -0.68)
H (6.07, 3.04, -1.88)
H (5.36, 3.74, -0.42)
H (7.29, 1.37, -0.46)
H (6.54, 2.06, 0.98)
H (6.00, 0.01, -2.01)
H (4.01, -1.37, -2.42)
H (1.79, -1.98, -1.72)
H (-1.16, -0.93, 1.78)
H (-0.44, 0.52, 2.51)
H (-2.03, 2.82, 0.36)
H (-0.72, 2.63, 1.55)
H (-0.82, 1.18, -2.16)
H (1.55, 1.93, -3.24)
H (2.73, 3.46, -1.33)
H (-2.00, -1.48, 0.02)
H (-3.86, -2.42, -0.92)
H (-4.67, -0.82, -0.96)
H (-4.98, -0.94, 1.51)
H (-7.06, -1.83, 0.80)
H (-6.26, -2.77, -0.47)
H (-6.80, -4.58, 1.02)
H (-6.69, -3.53, 2.44)
H (-4.51, -4.61, 2.52)
H (-4.38, -4.58, 0.74)
H (1.76, 1.20, 1.90)
H (4.10, 1.81, 1.36)

What is the formula in the fifth record?
CH13NO4